{
  "formula": "C26H38FeN4O6S3",
  "method": "the ωB97M-V functional and the def2-TZVPD basis",
  "s2": 6.01,
  "spin_multiplicity": 5,
  "lumo_ev": [0.00, -0.15],
  "total_energy_ha": -4142.3339,
  "e_homo_ha": [-0.3085, -0.3078],
  "max_force_ev_per_a": 2.32,
  "orbital_gap_ev": [8.4, 8.2],
  "total_charge": 0,
  "elements": ["Fe", "N", "C", "C", "C", "O", "O", "H", "H", "H", "H", "H", "H", "C", "S", "O", "C", "C", "C", "C", "C", "C", "H", "H", "H", "H", "H", "H", "H", "H", "C", "C", "C", "C", "N", "C", "S", "N", "C", "C", "C", "C", "H", "H", "H", "H", "H", "H", "H", "H", "H", "H", "H", "H", "H", "H", "H", "H", "H", "H", "H", "H", "O", "S", "O", "N", "C", "O", "C", "C", "C", "C", "C", "C", "H", "H", "H", "H"],
  "xyz": [[-0.15000, 0.12480, -0.41890], [0.79790, 2.25950, -1.11710], [0.24640, 3.37760, -0.33130], [-1.28680, 3.38290, -0.35750], [-1.85690, 2.45600, 0.75140], [-2.55580, 2.92270, 1.63210], [-1.50870, 1.23420, 0.65120], [1.78360, 2.15030, -0.88550], [0.73460, 2.48560, -2.10840], [0.61910, 4.34400, -0.70460], [0.59200, 3.25920, 0.69950], [-1.64040, 3.02300, -1.32760], [-1.67030, 4.38780, -0.18470], [1.85120, -4.26130, -0.80730], [1.57120, -2.58410, -0.05600], [0.56710, -1.98710, -0.98850], [3.19470, -2.03960, -0.59950], [4.28820, -2.34720, 0.18800], [5.55290, -2.05830, -0.28840], [5.70590, -1.47120, -1.53330], [4.59850, -1.11790, -2.28900], [3.32990, -1.39800, -1.81370], [2.13450, -4.14890, -1.84750], [0.93220, -4.83290, -0.73900], [2.65060, -4.75530, -0.26530], [4.16040, -2.81090, 1.15350], [6.41450, -2.29210, 0.31590], [6.69730, -1.26850, -1.90860], [4.73030, -0.62380, -3.24100], [2.43800, -1.13620, -2.36570], [-3.17730, -6.46890, 3.31320], [-2.13760, -5.57410, 2.64610], [-1.71770, -4.40710, 3.54040], [-0.65680, -3.52550, 2.86550], [-1.11280, -2.95800, 1.61670], [-2.00170, -1.95700, 1.44240], [-2.53230, -1.68100, -0.13230], [-2.47420, -1.30120, 2.50010], [-3.35680, -0.15620, 2.44980], [-4.59490, -0.33720, 3.32450], [-5.65780, -1.25980, 2.72360], [-5.28390, -2.73890, 2.73310], [-3.45090, -7.28750, 2.64950], [-4.07860, -5.90360, 3.54300], [-2.78610, -6.88910, 4.23830], [-2.55750, -5.18470, 1.71670], [-1.25750, -6.17030, 2.39100], [-1.30290, -4.78750, 4.47570], [-2.59950, -3.81250, 3.78540], [0.22650, -4.12740, 2.64200], [-0.34740, -2.72430, 3.54470], [-0.87100, -3.43300, 0.76180], [-2.07230, -1.50480, 3.40390], [-3.64450, -0.00200, 1.41010], [-2.81310, 0.73810, 2.77000], [-5.03320, 0.65310, 3.45860], [-4.29860, -0.70450, 4.31090], [-5.84920, -0.94890, 1.69530], [-6.58300, -1.13090, 3.29180], [-4.44820, -2.93710, 2.06770], [-6.12820, -3.33490, 2.39120], [-5.02630, -3.06170, 3.74190], [5.11390, -0.83130, 3.41330], [4.36050, 0.36060, 3.12610], [5.04500, 1.61340, 3.25990], [3.64980, 0.22580, 1.64160], [2.36250, 0.12480, 1.74700], [1.57030, -0.12400, 0.78990], [1.81970, 0.26040, 3.13210], [0.48510, 0.25630, 3.50090], [0.18650, 0.34820, 4.85210], [1.19670, 0.48300, 5.79450], [2.53470, 0.51370, 5.41400], [2.82200, 0.38330, 4.07520], [-0.27720, 0.19470, 2.73670], [-0.84190, 0.35270, 5.18210], [0.93700, 0.57320, 6.83830], [3.31970, 0.64820, 6.14120]],
  "forces_ev_per_a": [[-0.293, 0.104, 1.227], [-0.057, -0.807, 0.017], [-0.329, 0.339, 0.084], [-0.106, -0.261, 0.558], [0.149, 1.449, -0.748], [-0.090, -0.059, 0.162], [1.208, -1.755, -0.518], [-0.060, -0.071, -0.165], [0.067, -0.122, 0.175], [0.019, -0.281, 0.096], [0.027, 0.058, -0.098], [-0.020, 0.092, -0.050], [0.034, -0.049, -0.057], [-0.409, 0.552, 0.376], [1.743, -1.498, -0.328], [-0.897, 1.420, -0.515], [-0.036, -0.005, 0.227], [-0.125, -0.117, -0.113], [0.048, -0.068, -0.045], [0.113, 0.105, 0.011], [0.057, 0.044, 0.054], [-0.253, -0.013, -0.027], [-0.010, 0.216, -0.113], [-0.185, -0.072, 0.101], [0.067, 0.011, 0.173], [0.001, -0.010, 0.203], [0.105, -0.005, 0.069], [0.095, 0.057, -0.025], [-0.031, 0.008, -0.059], [-0.018, -0.011, -0.146], [0.178, 0.066, -0.177], [-0.178, 0.067, 0.276], [0.213, -0.147, -0.390], [-0.327, -0.015, 0.473], [0.146, 0.103, 0.092], [-0.036, -0.326, 0.054], [0.039, 0.410, -0.849], [0.611, -0.315, 0.092], [-0.502, 0.577, 0.293], [-0.051, -0.115, -0.374], [0.140, -0.068, 0.241], [-0.173, 0.158, -0.091], [-0.065, -0.076, 0.047], [-0.088, 0.029, 0.053], [-0.032, -0.062, 0.087], [0.071, 0.023, -0.079], [0.066, 0.010, -0.070], [-0.011, 0.003, 0.086], [-0.039, 0.058, 0.057], [0.028, 0.110, 0.038], [0.148, -0.016, -0.053], [-0.226, 0.106, 0.025], [0.003, -0.100, -0.029], [0.117, 0.028, 0.145], [-0.021, -0.147, -0.144], [0.062, 0.036, 0.084], [-0.029, 0.032, 0.158], [-0.108, 0.074, -0.023], [-0.035, 0.022, -0.092], [0.091, -0.101, -0.040], [-0.024, -0.127, -0.001], [0.060, -0.083, 0.080], [-0.250, -0.078, -0.050], [-0.026, 0.073, 0.144], [-0.168, 0.082, -0.056], [0.580, 0.057, 0.203], [-0.379, 0.066, 0.446], [-0.674, 0.406, -0.844], [-0.280, -0.080, 0.232], [0.219, -0.091, -0.132], [-0.086, 0.106, -0.021], [0.127, -0.035, 0.007], [0.155, 0.015, 0.123], [0.142, -0.017, -0.757], [-0.144, 0.028, -0.012], [-0.135, 0.015, 0.012], [0.006, 0.023, 0.102], [0.074, -0.040, 0.109]],
  "mulliken_spin": [3.84, 0.03, -0.01, 0.01, 0.00, 0.01, 0.06, 0.00, 0.00, 0.00, 0.00, 0.00, 0.00, 0.00, 0.00, 0.04, 0.00, 0.00, 0.00, 0.00, 0.00, 0.00, 0.00, 0.00, 0.00, 0.00, 0.00, 0.00, 0.00, 0.00, 0.00, 0.00, 0.00, 0.00, 0.00, -0.01, 0.02, 0.00, 0.00, 0.00, 0.00, 0.00, 0.00, 0.00, 0.00, 0.00, 0.00, 0.00, 0.00, 0.00, 0.00, 0.00, 0.00, 0.00, 0.00, 0.00, 0.00, 0.00, 0.00, 0.00, 0.00, 0.00, 0.00, 0.00, 0.00, 0.00, -0.01, -0.02, 0.02, 0.01, 0.00, 0.00, 0.00, 0.00, -0.01, 0.00, 0.00, 0.00]
}